The following is a DFT calculation (the ωB97M-V functional and the def2-TZVPD basis) of a cluster of 2 separate species, C4H12OS2 in total.

Each line ends with the Mulliken charge.
Geometry (Å):
C (-0.22, -1.49, 0.65)  -0.1555
C (-1.60, -2.24, 0.75)  -1.0191
C (-0.20, -0.11, 1.29)  -0.8343
S (-0.17, 1.29, -0.01)  -0.1441
S (1.92, 1.36, -0.38)  -0.0494
C (2.09, 3.12, -0.18)  -0.8117
H (0.14, -1.51, -0.37)  0.2803
H (0.53, -2.14, 1.17)  0.3003
H (-1.64, -3.26, 0.23)  0.3069
H (-2.28, -1.48, 0.05)  0.1746
H (-2.06, -2.27, 1.81)  0.3002
H (0.62, -0.07, 1.99)  0.3667
H (-1.10, 0.15, 1.84)  0.4158
H (1.55, 3.44, 0.72)  0.2755
H (1.87, 3.64, -1.06)  0.3096
H (3.20, 3.34, -0.09)  0.2976
H (-0.35, -0.04, -2.83)  0.2947
H (-1.62, -0.83, -2.73)  0.3069
O (-0.67, -0.91, -2.87)  -0.6151

The total energy comes out at -28059.7733 eV. As for the SMILES: CCCSSC.O. The spin multiplicity is 1.

The following is a DFT calculation (the ωB97M-V functional and the def2-TZVPD basis) of a cluster of 2 separate species, C4H12OS2 in total.

Each line ends with the Mulliken charge.
Geometry (Å):
C (-0.88, -0.95, 0.58)  -0.3679
C (-1.69, -0.32, 1.69)  -1.1396
C (-0.95, -0.15, -0.76)  -0.4674
S (-0.21, 1.46, -0.60)  -0.0993
S (1.80, 1.07, -1.13)  -0.0953
C (1.52, 0.67, -2.95)  -0.8210
H (0.19, -1.06, 0.81)  0.2478
H (-1.23, -1.97, 0.38)  0.3439
H (-2.63, 0.03, 1.26)  0.3369
H (-1.88, -0.93, 2.57)  0.3548
H (-1.22, 0.59, 2.10)  0.2653
H (-0.46, -0.79, -1.50)  0.1513
H (-2.01, -0.14, -1.03)  0.4090
H (1.14, -0.34, -2.88)  0.2658
H (0.97, 1.52, -3.33)  0.2771
H (2.45, 0.58, -3.51)  0.3562
H (1.48, 0.49, 3.48)  0.3220
H (1.70, 0.33, 1.98)  0.2843
O (1.92, -0.09, 2.83)  -0.6241

The total energy comes out at -28060.3926 eV. As for the SMILES: CCCSSC.O. The spin multiplicity is 1.

Here are the calculated ΔE to the lowest compared entry with this formula, charge and spin numbers, same order: 25.2, 10.9 (kcal/mol).
Here are the calculated strongest force on any atom numbers, same order: 3.10, 2.48 (eV/Å).
Here are the calculated HOMO numbers, same order: -8.404, -8.736 (eV).